45
Properties=species:S:1:pos:R:3:mulliken_charge:R:1 method="wB97M-V/def2-TZVPD" smiles="CC(C)(C)C(=O)c1cc2c([nH]c1=O)C[C@@H](c1ccccc1)CC2=O" lumo_energy_ha=0.003 de_lowest_ev=0.440 total_energy_ha=-1055.207041 spin_multiplicity=1
O 1.801 -3.008 0.058 -0.705
O -2.608 1.152 -1.075 -0.636
O -0.984 -3.860 -2.116 -0.574
N 1.550 -0.835 -0.027 -0.113
C -0.717 -3.636 -0.934 -0.527
C 1.346 1.678 -0.012 -0.981
C -0.800 2.666 -0.895 -0.833
C 0.919 4.132 0.221 0.178
C -0.180 -5.642 0.468 -1.640
C -1.417 1.269 -0.889 0.572
C 0.750 0.285 -0.254 0.156
C -2.513 -5.328 -0.323 -1.651
C 2.244 6.577 0.422 -0.349
C -1.085 -1.239 -0.926 -0.973
C -0.576 0.127 -0.676 0.624
C 1.167 4.719 1.477 -0.196
C -1.258 -4.606 0.156 2.117
C 1.989 6.024 -0.827 -0.742
C -1.704 -3.792 1.389 -1.710
C 1.381 4.786 -0.937 -0.282
C 1.796 5.951 1.575 -0.615
C -0.281 -2.298 -0.693 0.586
C 0.272 2.750 0.180 0.284
C 1.049 -2.094 -0.207 0.383
H 2.500 -0.685 0.242 0.249
H -0.518 -6.351 1.211 0.451
H -0.352 2.784 -1.873 0.281
H 1.967 6.329 2.564 0.400
H -3.341 -4.611 -0.514 0.371
H -2.309 -5.850 -1.249 0.362
H -2.513 -3.060 1.167 0.357
H 0.950 4.177 2.406 0.319
H -1.592 3.447 -0.717 0.305
H -2.841 -6.091 0.432 0.392
H 2.008 1.952 -0.835 0.349
H 0.117 -6.194 -0.428 0.385
H -0.255 2.577 1.146 0.439
H 1.945 1.648 0.932 0.393
H -0.847 -3.267 1.880 0.280
H -2.119 -4.496 2.108 0.510
H 2.776 7.529 0.484 0.353
H -2.114 -1.407 -1.246 0.540
H 2.382 6.549 -1.712 0.338
H 1.234 4.368 -1.932 0.278
H 0.777 -5.128 0.781 0.275